Entry 1:
The following is a quantum chemistry calculation of 2 unconnected molecules or ions with the total composition C11H16O, from the Open Molecules 2025 dataset.

Structure (ORCA input):
```
! wB97M-V def2-TZVPD RIJCOSX def2/J DEFGRID3
* xyz 0 1
H -1.361 0.646 -2.057
H 0.329 -3.042 0.007
H 2.880 -0.776 -1.144
H 0.501 -1.320 -1.755
C -0.848 0.928 -1.086
C 1.217 1.033 0.372
H -0.992 2.041 -0.926
H 3.240 0.354 0.858
H 1.731 1.777 -0.243
H -0.980 -2.152 -0.084
O -2.022 0.733 1.613
C -3.256 -0.675 0.084
C -2.514 0.024 0.819
C 0.650 1.743 1.670
C 2.240 -0.118 0.783
H 1.769 -0.564 1.730
H 2.603 -2.071 -0.204
C 0.732 -1.083 -0.743
H 1.477 2.177 2.314
H 0.067 1.047 2.101
C 0.198 0.409 -0.492
H 0.029 -1.626 1.162
C -3.849 -1.615 -0.534
C 2.189 -1.072 -0.339
H -3.534 -2.765 -0.455
H -4.391 -1.295 -1.359
H -0.060 2.627 1.318
C -0.009 -2.036 0.133
*
```

## Properties
**SMILES**: C=C1[C@H](C)CC[C@@H]1C.C=C=C=O
**Frontier orbital gap**: 8.18 eV
**Lowest unoccupied orbital energy**: -0.47 eV

Results of the natural (NBO) charge analysis, in e, for atoms 1 through 6: 0.224, 0.208, 0.206, 0.209, -0.469, -0.275



Entry 2:
The following is a quantum chemistry calculation of a molecular structure, C3H15HfNP3, from the Open Molecules 2025 dataset.

Structure (ORCA input):
```
! wB97M-V def2-TZVPD RIJCOSX def2/J DEFGRID3
* xyz 3 1
H 2.050 2.617 -0.676
H 0.753 2.329 2.650
H 1.779 0.562 -0.587
H -0.969 -1.751 -2.071
H 1.410 -0.841 2.143
H 0.381 1.582 -1.726
H 0.610 -0.885 -1.967
H -0.462 -2.584 0.367
C 0.053 -1.753 -1.624
H 0.554 -2.665 -1.937
H 2.814 1.492 2.045
H 1.082 -1.741 0.341
H -2.752 1.202 0.362
P -0.590 0.004 0.584
N 0.763 -0.082 1.943
H -3.129 -0.482 0.116
C -2.385 0.309 -0.140
Hf -2.118 -2.078 0.153
P 1.431 1.405 1.844
H -2.334 0.437 -1.228
C 0.083 -1.661 -0.067
P 0.951 1.762 -0.415
H 0.028 2.821 -0.110
*
```

## Properties
**Frontier orbital gap**: 5.40 eV
**Lowest unoccupied orbital energy**: -14.02 eV

Results of the natural (NBO) charge analysis, in e, for atoms 1 through 6: 0.097, 0.057, -0.088, 0.215, 0.452, -0.030



Entry 3:
The following is a quantum chemistry calculation of a molecular structure, C50H33Cl4F2IrN6, from the Open Molecules 2025 dataset.

Structure (ORCA input):
```
! wB97M-V def2-TZVPD RIJCOSX def2/J DEFGRID3
* xyz 1 6
H -4.823 -0.312 0.225
C -3.023 -1.392 0.529
H -1.785 -4.221 3.441
H -1.826 -2.668 -7.448
H -2.517 2.820 3.449
C -1.224 0.534 4.507
C -0.508 0.891 5.649
C -1.574 2.560 0.302
H -1.008 -1.104 -5.729
C 0.451 6.393 -2.471
C -1.300 -0.350 -2.841
C 0.081 6.272 -1.132
H -3.834 -0.496 -1.228
C -2.310 3.248 1.295
C 5.498 -4.249 1.523
N -0.957 0.505 -1.818
H -4.551 -2.708 1.459
H 3.169 -3.801 -1.645
N -1.695 -1.443 0.495
H -2.900 4.137 1.140
C -0.580 5.147 -0.703
N 0.824 -0.570 1.566
C 1.963 -1.363 1.644
C -1.748 -2.983 -6.416
C -1.392 2.848 -1.121
C -2.257 0.322 -3.655
C -1.035 0.686 6.913
H 0.464 1.359 5.547
H -1.687 -5.188 1.966
C 0.397 -2.071 -2.258
C -1.986 -4.704 -4.751
C 3.926 -2.591 0.759
H -0.771 3.486 -3.672
H 0.328 7.065 -0.439
C -2.296 0.126 7.048
C 1.940 -2.211 -0.673
C -0.662 0.596 3.138
C -2.412 -3.198 1.678
F 1.856 1.939 0.634
H 3.186 -2.032 3.386
C 2.556 -2.042 0.568
Cl 8.170 -4.002 1.263
N -1.000 1.458 0.855
C -0.705 -1.615 -3.040
C -2.092 -4.280 -6.069
C -1.598 1.706 -2.017
Cl -2.651 -5.376 -7.277
H -2.773 -0.112 -4.495
H 3.376 -4.433 1.718
C -3.516 -2.483 1.262
C 6.544 -3.459 1.072
H -2.268 -5.714 -4.486
Cl -2.932 -0.191 8.621
H 4.784 -0.855 -0.163
H 0.410 5.502 -4.418
C -0.890 4.084 -1.591
C -3.803 -0.321 -0.151
Cl 1.327 7.773 -2.998
C 0.459 -0.210 2.828
H -0.841 5.059 0.341
C -3.052 -0.178 5.925
C 4.192 -3.812 1.368
H -3.101 -0.218 3.786
H 1.294 -3.671 -3.555
C -2.130 2.564 2.477
C 1.393 -0.826 3.751
C 4.989 -1.808 0.309
H -0.368 -2.759 1.328
C 2.304 -3.158 -1.685
C -2.519 0.034 4.666
C 1.346 -3.099 -2.644
N -1.342 -2.545 1.189
H -0.470 0.962 7.793
H 1.349 -0.750 4.823
C -2.425 1.601 -3.139
H -3.257 -4.858 2.704
F 2.589 0.658 -0.989
H -3.069 2.382 -3.511
C -1.280 1.450 2.193
H -1.457 -4.148 -2.756
H 5.710 -5.202 1.988
C -0.537 4.262 -2.957
C -2.278 -4.437 2.491
C -1.302 -2.106 -5.443
H -3.355 0.659 0.015
C -1.527 -3.826 -3.788
H -4.046 -0.588 6.038
C 6.296 -2.234 0.468
C 2.333 -1.482 3.022
H 1.217 2.075 -1.243
C -1.180 -2.509 -4.113
C 1.470 1.300 -0.515
H 7.119 -1.623 0.125
N 0.779 -1.560 -1.074
Ir -0.071 -0.017 -0.126
C 0.124 5.389 -3.381
*
```

## Properties
**Frontier orbital gap (alpha / beta)**: 5.07 / 4.84 eV
**Lowest unoccupied orbital energy (alpha / beta)**: -3.45 / -5.98 eV
**Expectation value of S²**: 8.835

Results of the Mulliken charge analysis, in e, for atoms 1 through 6: 0.462, 0.165, 0.312, 0.414, 0.686, -0.278



Entry 4:
The following is a quantum chemistry calculation of a molecular structure, C44H31AsF2NPd, from the Open Molecules 2025 dataset.

Structure (ORCA input):
```
! wB97M-V def2-TZVPD RIJCOSX def2/J DEFGRID3
* xyz 1 1
C -2.857 4.123 -0.374
C 3.896 -3.539 1.159
C 0.662 -2.853 -0.350
F -3.315 -0.862 3.951
H 1.798 0.280 -4.749
As 0.461 1.470 -0.065
C -5.038 0.932 -2.145
C -2.581 0.592 -3.296
H 5.939 -3.317 1.760
F -6.188 0.326 0.481
H -1.052 2.146 2.390
H 0.959 1.950 2.865
C -3.329 4.165 0.930
H -0.347 -7.004 4.016
C 5.231 -3.236 0.945
C -1.719 3.387 -0.686
C -0.723 -5.221 2.884
C -4.870 1.197 -3.495
C 1.792 2.391 2.338
C -2.392 -0.463 1.836
H -1.405 -0.677 2.225
H 4.859 3.865 0.522
C 1.562 1.102 -4.084
C -2.616 -0.113 0.528
H 2.703 3.105 4.139
H 5.080 -2.394 -2.335
C -1.533 2.718 1.608
C -3.626 1.027 -4.087
C -3.946 0.486 -1.413
H -3.464 1.224 -5.137
H -0.817 -3.485 1.629
C -0.118 -2.109 -0.987
C 1.001 3.210 -2.360
C 1.776 -5.667 1.750
H 3.105 2.727 -0.771
C -4.778 -0.257 2.232
C 0.038 -6.318 3.271
C -0.236 -4.346 1.932
C -4.939 0.084 0.905
H -3.375 4.663 -1.157
H 1.860 -7.414 2.984
H 1.841 2.607 -5.585
H -1.698 -5.054 3.322
H 2.725 -5.869 1.271
C 1.281 -6.546 2.698
H 4.652 4.088 2.975
C 3.001 2.821 0.301
C 3.410 -2.988 -1.140
C 4.745 -2.705 -1.354
C 1.315 3.461 -3.687
H 2.694 -2.911 -1.948
H -5.629 -0.318 2.895
C 1.590 2.407 -4.551
H -1.381 3.359 -1.712
H 0.815 4.036 -1.686
C -3.881 0.169 0.007
C -1.041 2.683 0.304
C 3.995 3.460 1.033
H -5.712 1.543 -4.081
H -3.030 3.474 2.941
H 6.698 -2.576 -0.472
C 3.882 3.579 2.409
C 0.938 1.896 -1.892
H -1.584 0.450 -3.692
H -5.996 1.077 -1.673
C 1.882 2.312 0.951
C 1.028 -4.548 1.368
C 1.532 -3.609 0.360
H -4.212 4.743 1.172
C 2.970 -3.412 0.118
H 3.562 -3.826 2.147
C -3.498 -0.526 2.669
C 5.655 -2.819 -0.309
H 1.349 4.482 -4.046
Pd -1.187 -0.332 -0.737
H 1.224 -0.174 -2.395
C 1.235 0.846 -2.756
C -2.663 3.459 1.922
C 2.785 3.034 3.062
N -2.747 0.328 -2.000
*
```

## Properties
**Frontier orbital gap**: 5.98 eV
**Lowest unoccupied orbital energy**: -4.41 eV

Results of the Mulliken charge analysis, in e, for atoms 1 through 6: -0.792, -0.261, 0.704, -0.347, 0.434, 1.266



Entry 5:
The following is a quantum chemistry calculation of a molecular structure, C25H30N5O2RhSSe, from the Open Molecules 2025 dataset.

Structure (ORCA input):
```
! wB97M-V def2-TZVPD RIJCOSX def2/J DEFGRID3
* xyz 0 5
H -1.303 5.517 1.180
H -1.155 -5.055 0.572
C -0.676 -4.636 -0.306
H -5.196 2.018 2.212
H 2.795 0.673 2.926
H 3.384 0.027 -1.249
C -0.068 2.819 -2.100
H 5.240 0.548 3.298
H -2.894 6.218 -0.635
H 0.607 -3.098 -4.649
H -0.061 1.650 3.901
C 1.241 -3.010 -3.763
C 0.546 -3.543 -2.543
H -2.120 7.628 0.100
H 2.161 -3.565 -3.948
H 0.234 -6.974 0.478
S 0.479 4.443 -1.854
N -1.380 3.482 -0.416
N -0.575 0.602 1.392
H 1.712 -5.329 -2.568
C -0.476 -2.831 -1.890
C 1.491 0.446 0.556
C -5.085 1.129 1.590
H 1.479 -1.952 -3.655
C -0.702 4.559 -0.579
H -0.111 -0.092 3.991
C -2.169 -2.673 -0.006
O 1.049 0.446 -0.605
C -1.378 0.744 2.480
C 5.173 0.074 -0.054
Rh -1.309 0.319 -0.693
C 0.921 -4.789 -2.057
C -0.938 5.815 0.197
Se -1.071 -1.183 -2.688
H -5.647 1.245 0.667
H 0.011 6.332 0.349
H -1.801 -1.740 0.440
C 0.742 -6.716 -0.451
C -1.943 6.732 -0.495
H 1.322 2.228 -3.438
C 3.807 0.148 -0.261
H 6.759 0.163 1.386
C -3.633 0.875 1.275
C -1.082 -3.384 -0.756
C 2.948 0.367 0.814
C -2.745 0.874 2.398
H 1.817 -6.752 -0.268
H -3.008 -2.416 -0.656
H 0.510 -7.490 -1.185
H -1.482 0.857 4.614
C -0.729 0.791 3.833
H -2.534 -3.285 0.819
H -1.583 7.045 -1.476
N 0.707 0.529 1.671
H 0.263 1.015 -2.913
H 5.837 -0.104 -0.891
H -3.258 1.010 3.342
C 0.321 -5.359 -0.943
H -5.487 0.285 2.155
N 0.407 2.010 -3.079
C 3.469 0.508 2.097
N -1.031 2.487 -1.278
C 4.838 0.437 2.299
C 5.690 0.220 1.226
O -3.329 0.662 0.092
*
```

## Properties
**Frontier orbital gap (alpha / beta)**: 7.41 / 5.72 eV
**Lowest unoccupied orbital energy (alpha / beta)**: 0.33 / -1.50 eV
**Expectation value of S²**: 6.036

Results of the natural (NBO) charge analysis, in e, for atoms 1 through 6: 0.236, 0.198, -0.219, 0.228, 0.232, 0.230



Entry 6:
The following is a quantum chemistry calculation of a single C8H7N3 molecule, from the Open Molecules 2025 dataset.

Structure (ORCA input):
```
! wB97M-V def2-TZVPD RIJCOSX def2/J DEFGRID3
* xyz 0 1
H -2.172 1.938 0.175
C 0.873 -1.386 0.186
C -3.506 0.362 0.052
C 2.176 1.088 -0.005
N -3.272 -1.028 -0.144
H 2.580 2.077 0.163
N -2.014 -1.245 -0.097
H 0.121 1.918 0.063
C 2.924 -0.117 -0.171
C 0.171 -0.162 -0.113
H 3.971 -0.033 -0.115
N -1.297 -0.173 0.030
C 2.254 -1.377 -0.012
C -2.243 0.912 -0.032
H 0.363 -2.401 0.209
C 0.763 1.026 -0.090
H 2.683 -2.306 -0.055
H -4.374 0.906 -0.041
*
```

## Properties
**SMILES**: c1ccc(-n2ccnn2)cc1
**Frontier orbital gap**: 9.64 eV
**Lowest unoccupied orbital energy**: 0.47 eV

Results of the natural (NBO) charge analysis, in e, for atoms 1 through 6: 0.219, -0.215, -0.114, -0.181, -0.235, 0.221



Entry 7:
The following is a quantum chemistry calculation of a gas-phase ion, C3H8NO3 (charge +1), from the Open Molecules 2025 dataset.

Structure (ORCA input):
```
! wB97M-V def2-TZVPD RIJCOSX def2/J DEFGRID3
* xyz 1 1
N -1.866 0.202 0.062
O -0.142 -1.943 0.007
H -2.122 0.535 -0.935
C 0.721 -0.860 0.049
O 0.072 1.248 1.437
H -0.009 2.267 1.481
H -2.398 0.781 0.874
H 2.668 0.140 -0.101
H 0.038 1.370 -1.625
H 2.516 -1.737 -0.222
O 0.096 1.614 -0.749
H -1.703 -0.854 0.221
C 2.015 -0.724 -0.242
C -0.135 0.726 0.213
H 0.250 -2.767 -0.469
*
```

## Properties
**SMILES**: C=C(O)C([NH3+])(O)O
**Frontier orbital gap**: 10.32 eV
**Lowest unoccupied orbital energy**: -3.52 eV

Results of the natural (NBO) charge analysis, in e, for atoms 1 through 6: -0.881, -0.730, 0.440, 0.284, -0.673, 0.523



Entry 8:
The following is a quantum chemistry calculation of 2 unconnected molecules or ions with the total composition C3HO3, from the Open Molecules 2025 dataset.

Structure (ORCA input):
```
! wB97M-V def2-TZVPD RIJCOSX def2/J DEFGRID3
* xyz -1 1
O 4.335 -1.255 -0.042
C 3.968 -0.092 -0.037
O -0.805 -0.476 0.626
C 2.496 0.163 -0.107
O 4.470 0.996 0.192
H -0.685 -1.279 1.234
C 1.301 0.165 -0.131
*
```

## Properties
**Frontier orbital gap (alpha / beta)**: 8.41 / 6.49 eV
**Lowest unoccupied orbital energy (alpha / beta)**: 2.80 / 1.37 eV

Results of the natural (NBO) charge analysis, in e, for atoms 1 through 6: -0.677, 0.712, -0.634, -0.287, -0.557, 0.412



What are the max |F| values for these records? In order: 0.1064, 0.0827, 0.0211, 0.0177, 0.0085, 0.1163, 0.0748, 0.1129 Eh/bohr.